ORCA calculation (ωB97M-V/def2-TZVPD) on a structure of composition C36H51CaCl3F2N3O5P.

For the energy above the lowest of the compared OMol25 structures with the same formula, charge and spin, the calculation gives 65.57 kJ/mol. Its HOMO energy is -1.917 eV. The value obtained for the largest force on an atom is 0.5 eV/Å. The spin multiplicity is 1. As for the net charge: -2. As for the total energy: -4542.27458 Eh. As for the orbital gap: 6.24 eV.

XYZ file:
```
102
C36H51CaCl3F2N3O5P | the Open Molecules 2025 dataset | ωB97M-V/def2-TZVPD
Ca 0.4676 1.0871 -1.2094
Cl 3.4936 2.3495 -4.2676
Cl 5.6390 2.3142 -2.3105
Cl 4.8118 -0.1333 -3.5968
P 3.7333 0.3830 1.5194
F -1.1515 3.7738 -2.4818
F 0.1763 3.0572 -4.1244
O 5.0328 0.1342 0.5638
O 2.5183 0.1685 -1.8546
O 4.0725 -0.7881 2.6185
O 4.3264 1.6452 2.3603
O 2.9087 2.2401 -1.1500
N -0.2878 -1.2549 0.8150
N -4.2668 1.7411 0.2213
N -0.7249 -1.0047 -2.1113
C 0.2147 -2.9146 4.6530
C -1.5773 -1.5973 -1.2085
C -1.7099 4.6334 2.1112
C -2.5273 3.7445 1.4199
C -0.5581 -1.0991 3.2524
C 0.5567 -3.0230 2.2524
C -4.7255 0.3688 0.1662
C -0.5773 2.5253 0.5309
C -2.6195 -2.2691 -1.8559
C 0.1443 -4.6805 0.3541
C 1.9933 -2.9815 0.1136
C 3.1439 -0.9078 3.6931
C 4.2416 1.4242 -2.9580
C 3.9914 2.9689 1.9300
C -1.2222 0.2514 3.1352
C -1.3118 -1.7170 0.1872
C -0.3336 4.4941 2.0098
C 0.7977 -0.3107 -4.4748
C -0.3972 -1.6825 4.5061
C -1.2120 -1.3301 -3.3254
C -0.4501 1.3138 3.9122
C -1.4676 -0.1471 -5.5106
C -2.3905 -2.0964 -3.2171
C -2.6831 0.2068 3.5887
C 0.1957 3.4570 1.2431
C -1.9681 2.7338 0.6423
C -0.1041 -1.7860 2.1166
C 5.0730 -1.0535 -0.2256
C 1.1629 -3.8085 1.0963
C -0.6550 2.5656 -3.0499
C -0.5403 -1.0140 -4.6489
C -0.2821 -2.3412 -5.3825
C 0.6925 -3.5654 3.5273
C -5.1463 2.5997 -0.5417
C 3.1380 1.2511 -1.8549
C -2.8674 1.8672 -0.2193
H -0.3555 1.0412 4.9690
H 1.3804 -2.3931 -0.5669
H -2.8391 2.2740 -1.2407
H -2.1451 5.4244 2.7146
H -1.5388 2.2098 -3.6163
H -4.7372 -0.0391 -0.8595
H -5.7371 0.2984 0.5784
H -5.2209 2.2916 -1.6007
H -1.2092 -2.8958 -5.5402
H 1.2817 3.3859 1.1895
H -4.0696 -0.2670 0.7604
H 4.1797 -1.1442 -0.8467
H -3.4124 -2.8238 -1.3728
H -1.1992 0.5445 2.0866
H 1.4764 -0.8999 -3.8596
H 0.3238 5.1846 2.5325
H -0.9888 0.0820 -6.4680
H 0.6669 -5.3832 -0.3010
H -1.6852 0.7947 -5.0061
H 4.8918 3.5767 2.0178
H -3.6064 3.8364 1.4972
H -0.9630 2.2734 3.8423
H 3.2041 -1.9241 4.0772
H -3.2165 -0.6322 3.1370
H -2.7510 0.0963 4.6765
H 2.1167 -0.7300 3.3609
H 0.6866 0.6743 -4.0235
H 3.3907 -0.1947 4.4827
H -2.4307 0.8668 -0.2946
H -3.1904 1.1296 3.2998
H -4.7764 3.6251 -0.5219
H 1.8619 -4.4972 1.5859
H -0.4715 -5.2538 1.0513
H 1.2039 -4.5176 3.6317
H 0.3930 -2.9707 -4.7991
H -2.0385 -2.3460 0.7228
H -2.4140 -0.6559 -5.7102
H -2.9755 -2.4910 -4.0354
H 2.6508 -2.2949 0.6487
H -6.1532 2.5889 -0.1128
H 0.3374 -3.3577 5.6346
H 3.2131 3.3762 2.5770
H 5.9419 -0.9680 -0.8758
H -0.5128 -4.0809 -0.2763
H -0.7610 -1.1517 5.3791
H 5.1738 -1.9316 0.4157
H 2.6164 -3.6527 -0.4856
H 0.1797 -2.1498 -6.3567
H 3.6442 2.9862 0.8963
H 0.5492 1.4534 3.4977
H 1.2659 -0.1615 -5.4532
```

Löwdin atomic charge list, values in e, 4 entries: Ca 1.27; Cl 0.63; Cl 0.57; Cl 0.58

ORCA calculation (ωB97M-V/def2-TZVPD) on a cluster of 2 separate species, CH2NOS3 in total in a non-equilibrium geometry.

For the energy above the lowest of the compared OMol25 structures with the same formula, charge and spin, the calculation gives 386.71 kJ/mol. Its HOMO energy (spin up / spin down) is -1.177 / -4.132 eV. The value obtained for the largest force on an atom is 3.7 eV/Å. The spin multiplicity is 3. As for the net charge: -1. As for the total energy: -1363.73877 Eh. As for the orbital gap (spin up / spin down): 4.53 / 6.65 eV.

XYZ file:
```
8
CH2NOS3 | the Open Molecules 2025 dataset | ωB97M-V/def2-TZVPD
S -1.3269 1.0067 -0.3083
S 2.2203 -0.3053 -0.2290
S 2.0740 1.2104 -2.9307
O -0.6729 -1.3865 -0.5920
N -0.9193 -0.2358 -1.3886
C 1.8609 0.4470 -1.5535
H 0.1462 -1.5199 -0.1486
H -0.1752 1.4859 0.0277
```

Löwdin atomic charge list, values in e, 4 entries: S 0.64; S 0.42; S 0.38; O -0.26

ORCA calculation (ωB97M-V/def2-TZVPD) on a structure of composition BaH16O8.

For the energy above the lowest of the compared OMol25 structures with the same formula, charge and spin, the calculation gives 2.75 kJ/mol. Its HOMO energy is -18.472 eV. The value obtained for the largest force on an atom is 0.5 eV/Å. The spin multiplicity is 1. As for the net charge: +2. As for the total energy: -636.63942 Eh. As for the orbital gap: 12.45 eV.

XYZ file:
```
25
BaH16O8 | the Open Molecules 2025 dataset | ωB97M-V/def2-TZVPD
Ba -8.2704 2.5937 17.6935
O -7.7057 4.8644 16.3334
O -7.5813 -0.1067 18.2291
O -10.1650 0.9274 16.6796
O -7.5997 1.8697 15.0392
O -5.5446 2.5067 17.0307
O -9.4938 1.8911 20.0016
O -9.4513 4.8327 19.0558
O -6.4489 2.8592 19.8191
H -6.1769 3.5067 20.4847
H -6.7954 1.4661 14.6843
H -10.2767 5.3207 18.9080
H -5.7638 2.1783 19.8442
H -7.1928 -0.7285 17.5958
H -8.9541 5.3755 19.6870
H -7.2611 5.1275 15.5151
H -5.1320 2.8306 16.2186
H -8.0177 2.3148 14.2866
H -8.0402 -0.6589 18.8790
H -9.7183 2.7112 20.4682
H -9.8250 0.0706 16.3847
H -9.8059 1.1848 20.5844
H -8.0609 5.6907 16.6957
H -4.8136 2.1308 17.5399
H -11.1046 0.9142 16.4434
```

Löwdin atomic charge list, values in e, 4 entries: Ba 2.17; O -0.19; O -0.14; O -0.19

ORCA calculation (ωB97M-V/def2-TZVPD) on an isolated molecule of C6H13P in a non-equilibrium geometry.

For the energy above the lowest of the compared OMol25 structures with the same formula, charge and spin, the calculation gives 164.30 kJ/mol. Its HOMO energy is -8.189 eV. The value obtained for the largest force on an atom is 4.6 eV/Å. The spin multiplicity is 1. As for the net charge: 0. As for the total energy: -577.67320 Eh. As for the orbital gap: 8.77 eV.

XYZ file:
```
20
C6H13P | the Open Molecules 2025 dataset | ωB97M-V/def2-TZVPD
P -0.1687 -1.2460 -0.0516
C 0.4574 -0.5391 -1.5309
C 0.6907 -1.4327 -2.6115
C -0.3450 0.0834 1.2275
C -1.8699 0.2082 1.5428
C 0.6033 -0.2306 2.3911
C 0.6364 0.9171 -1.7114
H 1.4026 1.1749 -2.5215
H 1.6092 -1.4202 -3.2030
H -0.2321 1.5239 -2.0418
H -2.3752 0.6995 0.6405
H 0.8524 0.7865 2.8360
H -0.0587 -0.7416 3.1677
H -0.2081 1.1366 0.8287
H -2.5957 -0.7099 1.6570
H 0.8765 1.4498 -0.7353
H 0.7933 -2.5595 -2.3551
H -2.0226 0.7415 2.5309
H -0.1185 -1.2326 -3.3223
H 1.4722 -0.8160 2.1098
```

Löwdin atomic charge list, values in e, 4 entries: P 1.03; C -0.65; C -0.23; C -0.70

ORCA calculation (ωB97M-V/def2-TZVPD) on a cluster of 2 separate species, CH6OS2 in total in a non-equilibrium geometry.

For the energy above the lowest of the compared OMol25 structures with the same formula, charge and spin, the calculation gives 123.72 kJ/mol. Its HOMO energy is -9.408 eV. The value obtained for the largest force on an atom is 2.2 eV/Å. The spin multiplicity is 1. As for the net charge: 0. As for the total energy: -913.25535 Eh. As for the orbital gap: 8.83 eV.

XYZ file:
```
10
CH6OS2 | the Open Molecules 2025 dataset | ωB97M-V/def2-TZVPD
S -1.6114 -0.5613 -1.3994
S -1.0446 0.1746 0.6468
O 3.0938 0.9380 0.8415
C 2.2007 -0.0318 0.4196
H 2.7652 -0.9652 0.4143
H -2.8550 -0.9399 -1.1152
H -1.1799 -0.9442 1.4491
H 2.6730 1.5502 1.4719
H 1.3563 -0.0448 1.1595
H 1.7818 0.2185 -0.5877
```

Löwdin atomic charge list, values in e, 4 entries: S 0.27; S 0.26; O -0.13; C -0.24

ORCA calculation (ωB97M-V/def2-TZVPD) on a cluster of 13 separate species, C7H41NO12 in total in a non-equilibrium geometry.

For the energy above the lowest of the compared OMol25 structures with the same formula, charge and spin, the calculation gives 273.46 kJ/mol. Its HOMO energy (spin up / spin down) is -0.086 / -6.360 eV. The value obtained for the largest force on an atom is 4.7 eV/Å. The spin multiplicity is 2. As for the net charge: -1. As for the total energy: -1248.83764 Eh. As for the orbital gap (spin up / spin down): 2.57 / 8.78 eV.

XYZ file:
```
61
C7H41NO12 | the Open Molecules 2025 dataset | ωB97M-V/def2-TZVPD
O -0.3891 -0.1210 3.3127
O -4.1092 -1.4355 1.7591
O -0.6960 2.6309 3.3433
O -0.2068 0.0174 -3.4842
O 1.7441 -3.4603 -1.3240
O 0.2671 -3.3241 0.6945
O 0.8322 2.4636 -3.3834
O 1.4498 -2.0379 2.8035
O 1.8601 2.7535 -0.7620
O 3.5500 0.9770 -2.4417
O -1.6123 -2.1787 2.2356
O 2.7645 -1.4586 -3.2628
N -0.0776 0.4731 0.4492
C 1.2608 -0.1962 0.1728
C -2.1043 2.3577 -0.1829
C 2.3331 0.3296 1.1584
C -1.1664 0.1371 -0.5068
C -3.4556 3.1352 -0.0476
C -1.4046 -1.3627 -0.7546
C -2.4527 0.9316 0.0526
H 1.1305 -3.2286 1.2454
H 2.1011 3.4990 -0.2163
H -3.4456 3.7659 -0.9064
H -1.4550 -1.9556 0.1986
H 0.7915 2.5803 -2.4005
H 3.2804 0.6445 0.6471
H 1.1654 -1.0947 2.8519
H -0.7372 0.1880 -4.1845
H 0.1959 0.9288 -3.2925
H 1.9222 1.2234 1.7707
H -3.1233 -1.5193 1.9071
H 0.5478 -3.1085 -0.2251
H 1.7246 -3.1355 -2.2643
H -0.4144 -1.7647 -1.2352
H -0.0721 2.6070 2.6069
H 1.3539 -1.2627 0.2112
H -0.8558 0.5497 -1.4563
H -0.6748 3.4449 3.8300
H -4.2869 -1.7932 0.9219
H 1.3154 2.2404 -0.1480
H -3.5877 3.7676 0.9268
H -0.9343 -2.4101 1.5911
H 1.9653 -0.9857 -3.5126
H 3.1775 1.5862 -1.7714
H -4.3518 2.3805 0.0728
H -1.0869 -0.7143 2.9535
H -1.6338 -2.9054 2.8389
H 3.1500 -0.6511 -2.8032
H -1.4049 2.8169 0.4883
H 1.4944 0.1305 -0.8357
H 4.4757 0.8772 -2.0345
H 0.8613 -2.4527 3.5071
H -1.7847 2.5607 -1.1897
H -2.6914 0.4823 1.1513
H -0.3741 0.2005 1.3690
H -0.6448 0.7595 3.5037
H 1.7709 2.2648 -3.4366
H 2.9279 -0.3333 1.8946
H -3.5003 0.5159 -0.3379
H -2.0623 -1.6533 -1.5357
H 2.6186 -2.9625 -1.1222
```

Löwdin atomic charge list, values in e, 4 entries: O -0.09; O -0.08; O -0.11; O -0.06